(1)
DFT (ωB97M-V with the def2-TZVPD basis set) results for a molecular structure, C45H78CuN3O4P2SSiTe.

## Properties
- molecular weight (Da) = 1038.4
- F_max (eV/A) = 0.971
- LUMO level (eV) = 0.561
- HOMO-LUMO gap (eV) = 7.78
- HOMO (eV) = -7.22

Structure (ORCA input):
```
! wB97M-V def2-TZVPD RIJCOSX def2/J DEFGRID3
* xyz 0 1
Cu -2.809 1.322 -0.648
C -5.884 3.301 -3.038
P -4.955 2.280 -1.826
C -5.370 3.235 -0.304
C -6.114 0.852 -1.622
C -5.556 -0.186 -0.643
P -3.838 -0.727 -1.059
C -3.523 -1.890 0.314
C -4.162 -1.866 -2.455
H -6.908 3.480 -2.705
H -5.904 2.808 -4.009
H -5.376 4.257 -3.161
H -6.449 3.369 -0.193
H -4.896 4.215 -0.367
H -4.968 2.733 0.576
H -6.263 0.403 -2.609
H -7.089 1.213 -1.282
H -6.212 -1.060 -0.580
H -5.490 0.250 0.359
H -4.297 -2.656 0.396
H -3.482 -1.312 1.238
H -2.553 -2.367 0.171
H -4.999 -2.525 -2.219
H -3.273 -2.469 -2.648
H -4.390 -1.308 -3.363
C -0.157 -5.032 1.152
C 0.934 -4.088 1.648
C 0.688 -3.758 3.116
C 2.311 -4.720 1.475
O 0.846 -2.849 0.931
Si 1.368 -2.509 -0.604
S 0.509 -0.754 -1.261
O 1.111 -3.824 -1.560
C 0.164 -4.148 -2.582
C -1.255 -3.824 -2.121
C 0.503 -3.365 -3.847
C 0.320 -5.644 -2.830
O 3.013 -2.408 -0.412
C 4.095 -2.569 -1.330
C 4.310 -4.057 -1.593
C 5.325 -1.987 -0.639
C 3.817 -1.833 -2.637
H -0.262 -5.882 1.830
H 0.080 -5.406 0.158
H -1.108 -4.499 1.111
H 0.934 -4.610 3.750
H -0.357 -3.497 3.280
H 1.309 -2.915 3.417
H 2.378 -5.637 2.063
H 3.090 -4.030 1.800
H 2.490 -4.965 0.429
H -1.329 -2.774 -1.838
H -1.532 -4.442 -1.267
H -1.957 -4.024 -2.932
H 0.465 -2.295 -3.644
H -0.206 -3.598 -4.643
H 1.505 -3.625 -4.192
H 0.066 -6.210 -1.933
H 1.350 -5.874 -3.103
H -0.336 -5.968 -3.640
H 4.615 -4.563 -0.676
H 5.089 -4.199 -2.343
H 3.388 -4.513 -1.949
H 5.434 -2.429 0.352
H 5.237 -0.907 -0.525
H 6.227 -2.197 -1.216
H 2.955 -2.260 -3.144
H 4.682 -1.909 -3.299
H 3.601 -0.781 -2.454
C -0.317 4.356 -3.794
C -0.674 2.918 -4.160
C 0.572 2.031 -4.100
C -1.280 2.876 -5.560
N -1.756 2.471 -3.263
N -1.362 2.153 -1.933
H 0.370 4.776 -4.529
H 0.180 4.405 -2.825
H -1.216 4.971 -3.761
H 1.268 2.310 -4.891
H 0.312 0.978 -4.233
H 1.100 2.126 -3.150
H -0.601 3.328 -6.282
H -2.224 3.421 -5.581
H -1.466 1.847 -5.873
H -2.178 1.627 -3.636
H -0.987 2.988 -1.498
H -0.619 1.450 -1.904
C 4.277 2.952 6.411
C 3.423 2.455 5.279
C 2.254 3.097 4.919
C 1.458 2.653 3.863
C 0.179 3.407 3.628
C 1.857 1.534 3.133
Te 0.954 0.617 1.354
N -0.876 1.229 1.116
C -1.929 1.181 1.891
O -3.047 1.428 1.353
C -1.969 0.827 3.352
C -2.895 1.480 4.162
C -2.940 1.223 5.521
C -2.082 0.286 6.082
C -1.188 -0.398 5.275
C -1.132 -0.124 3.916
C 1.968 2.008 0.120
C 3.101 1.418 -0.433
C 3.996 2.157 -1.185
C 3.740 3.503 -1.407
C 2.594 4.074 -0.888
C 1.683 3.349 -0.116
C 0.470 4.073 0.399
C 3.029 0.846 3.503
C 3.507 -0.416 2.824
C 3.787 1.321 4.563
H 3.826 3.818 6.894
H 5.266 3.242 6.052
H 4.418 2.177 7.165
H 1.934 3.971 5.476
H -0.521 3.202 4.438
H -0.304 3.131 2.698
H 0.364 4.482 3.618
H -3.563 2.200 3.712
H -3.648 1.751 6.146
H -2.120 0.081 7.143
H -0.535 -1.148 5.698
H -0.450 -0.693 3.296
H 3.258 0.354 -0.311
H 4.869 1.680 -1.609
H 4.423 4.103 -1.995
H 2.381 5.119 -1.084
H 0.722 4.664 1.281
H -0.335 3.391 0.664
H 0.110 4.771 -0.360
H 2.794 -1.235 2.936
H 4.452 -0.734 3.263
H 3.676 -0.303 1.754
H 4.692 0.789 4.838
*
```

(2)
DFT (ωB97M-V with the def2-TZVPD basis set) results for a gas-phase ion, C10H12N3S2 (charge +1) at a distorted geometry.

## Properties
- molecular weight (Da) = 238.4
- F_max (eV/A) = 4.323
- LUMO level (eV) = -6.232
- HOMO-LUMO gap (eV) = 6.23
- HOMO (eV) = -12.46

Structure (ORCA input):
```
! wB97M-V def2-TZVPD RIJCOSX def2/J DEFGRID3
* xyz 1 1
C -2.501 2.323 0.091
C -2.796 -0.053 0.026
C -3.142 2.269 1.271
C -3.615 0.058 1.191
C -2.276 1.028 -0.544
C 3.417 0.974 0.196
C 1.215 1.314 -1.515
C 2.726 -0.060 0.970
C 0.458 -0.411 0.106
C -1.197 0.921 -1.585
N -3.630 1.225 1.843
N 0.257 0.582 -1.001
N 1.702 -0.897 0.382
S 4.344 2.176 0.479
S 1.374 2.619 -2.416
H -2.331 3.374 -0.316
H -2.544 -1.076 -0.318
H -3.370 3.186 1.830
H -4.078 -0.720 1.698
H 3.413 -0.763 1.396
H 2.218 0.433 1.815
H 0.158 0.035 0.985
H -0.072 -1.361 -0.158
H -1.325 0.108 -2.218
H -1.128 1.888 -2.131
H 2.066 0.889 -0.636
H 2.149 -1.527 -0.257
*
```

Question: Which value of molecular weight does entry 1 give?
Answer: 1038.4 Da

Question: Which of these has the highest HOMO?
Answer: C45H78CuN3O4P2SSiTe

Question: What is the HOMO-LUMO gap in the first record?
Answer: 7.78 eV

Question: Among the records above, which one has the highest HOMO?
Answer: C45H78CuN3O4P2SSiTe